Here is C27H45Cl12N3O2S as an isolated structure in a non-equilibrium geometry from the Open Molecules 2025 dataset. Energies are from ωB97M-V with the def2-TZVPD basis set.

## Properties
Frontier orbital gap (eV): 8.220
Spin multiplicity: 1
Total charge: 0

Last column: Löwdin charge in e.
Geometry (Å):
C  -0.796  -5.945  1.302  -0.13
C  -0.526  -5.484  2.767  -0.24
C  -0.546  -3.912  2.774  -0.23
C  -1.387  -3.351  3.971  -0.19
C  -1.662  -1.826  3.697  -0.21
C  -3.187  -1.439  3.802  -0.19
C  -3.708  -1.220  2.338  -0.22
C  -5.075  -0.475  2.299  -0.19
C  -6.045  -0.880  1.138  -0.20
C  -5.381  -1.505  -0.115  -0.23
C  -4.328  -0.617  -0.822  -0.19
C  -3.500  -1.444  -1.866  -0.17
C  -2.111  -1.900  -1.285  -0.11
C  -1.075  -0.840  -1.662  -0.10
C  -0.679  -0.585  -2.944  -0.18
O  -1.243  -1.332  -3.952  0.05
C  0.324  0.460  -3.242  -0.18
O  0.603  0.616  -4.585  0.05
C  0.921  1.240  -2.283  -0.08
C  1.902  2.314  -2.785  -0.10
C  2.923  2.804  -1.754  -0.28
N  2.570  3.767  -1.002  0.09
C  0.535  0.989  -0.906  -0.31
N  0.985  1.619  0.157  -0.23
S  0.275  0.941  1.481  1.00
N  -0.637  -0.130  0.687  -0.24
C  -0.461  -0.070  -0.615  -0.29
H  -1.805  -5.584  1.021  0.07
H  -0.081  -5.481  0.596  0.07
H  -0.737  -7.051  1.208  0.03
H  0.468  -5.812  3.108  0.10
H  -1.348  -5.810  3.426  0.10
H  0.469  -3.471  2.771  0.11
H  -1.007  -3.584  1.819  0.09
H  -2.325  -3.919  4.070  0.10
H  -0.723  -3.426  4.849  0.11
H  -1.349  -1.643  2.656  0.05
H  -1.035  -1.168  4.327  0.10
H  -3.250  -0.478  4.344  0.11
H  -3.726  -2.253  4.313  0.10
H  -2.966  -0.543  1.883  0.08
H  -3.713  -2.218  1.869  0.11
H  -5.594  -0.541  3.275  0.10
H  -4.848  0.602  2.165  0.11
H  -6.759  -1.633  1.531  0.10
H  -6.658  0.001  0.871  0.11
H  -4.997  -2.517  0.113  0.10
H  -6.194  -1.667  -0.854  0.11
H  -4.852  0.166  -1.400  0.11
H  -3.637  -0.111  -0.123  0.09
H  -4.079  -2.274  -2.304  0.11
H  -3.283  -0.752  -2.699  0.10
H  -1.811  -2.903  -1.643  0.12
H  -2.187  -1.984  -0.184  0.09
H  -0.799  -2.187  -4.037  0.13
H  1.496  0.304  -4.782  0.12
H  1.349  3.198  -3.155  0.11
H  2.441  1.869  -3.644  0.11
H  3.924  2.321  -1.627  -0.06
H  3.321  3.992  -0.336  -0.07
C  -1.247  4.278  -0.068  -1.03
Cl  -2.341  2.949  -0.483  0.53
Cl  -1.730  5.785  -0.856  0.51
H  -1.266  4.423  1.007  0.03
H  -0.242  4.018  -0.391  -0.01
C  2.718  6.061  -3.841  -1.04
Cl  1.754  7.525  -3.619  0.51
Cl  2.284  5.212  -5.332  0.52
H  3.767  6.337  -3.891  0.02
H  2.546  5.397  -2.997  -0.02
C  4.459  6.807  -0.132  -0.98
Cl  5.588  8.002  0.511  0.55
Cl  4.313  5.419  0.956  0.58
H  3.484  7.267  -0.249  0.03
H  4.825  6.461  -1.093  0.03
C  -1.883  -9.593  -0.835  -1.02
Cl  -2.386  -9.807  0.845  0.50
Cl  -0.208  -9.037  -0.945  0.51
H  -1.970  -10.543  -1.351  0.02
H  -2.527  -8.856  -1.302  0.02
C  8.036  5.599  2.086  -1.06
Cl  7.693  5.405  3.809  0.50
Cl  9.728  6.034  1.807  0.50
H  7.828  4.663  1.579  -0.02
H  7.403  6.385  1.690  -0.05
C  7.462  1.655  -1.403  -0.97
Cl  5.823  2.276  -1.684  0.63
Cl  8.504  2.880  -0.669  0.53
H  7.401  0.801  -0.738  0.03
H  7.890  1.356  -2.355  0.03

***

Here is C27H45Cl2FeN2OP as an isolated structure in a non-equilibrium geometry from the Open Molecules 2025 dataset. Energies are from ωB97M-V with the def2-TZVPD basis set.

## Properties
Frontier orbital gap (alpha / beta) (eV): 5.715 / 7.005
<S²>: 8.80
Spin multiplicity: 6
Total charge: -1

Last column: Löwdin charge in e.
Geometry (Å):
P  -0.786  0.731  0.135  1.05
C  -1.683  0.864  -1.548  -0.46
C  -2.582  2.060  -1.886  -0.21
C  -3.330  1.811  -3.201  -0.20
C  -2.406  1.420  -4.361  -0.21
C  -1.420  0.310  -3.994  -0.20
C  -0.685  0.617  -2.683  -0.24
C  0.448  2.162  0.090  -0.45
C  0.025  3.470  -0.575  -0.22
C  1.092  4.552  -0.335  -0.21
C  2.475  4.109  -0.800  -0.21
C  2.877  2.726  -0.275  -0.20
C  1.784  1.674  -0.493  -0.23
C  -2.114  1.543  1.203  -0.46
C  -3.410  0.709  1.223  -0.21
C  -4.512  1.359  2.074  -0.21
C  -4.044  1.721  3.491  -0.22
C  -2.726  2.507  3.489  -0.21
C  -1.631  1.855  2.628  -0.21
H  -2.334  -0.023  -1.462  0.07
H  -1.974  2.969  -1.989  0.09
H  -3.316  2.256  -1.092  0.09
H  -3.900  2.710  -3.467  0.10
H  -4.055  1.003  -3.038  0.11
H  -3.018  1.085  -5.204  0.10
H  -1.847  2.304  -4.701  0.11
H  -1.960  -0.638  -3.866  0.11
H  -0.686  0.159  -4.795  0.11
H  -0.040  -0.235  -2.437  0.06
H  -0.050  1.505  -2.825  0.10
H  0.599  2.370  1.167  0.10
H  1.117  4.777  0.739  0.11
H  -0.946  3.827  -0.201  0.10
H  -0.074  3.317  -1.659  0.10
H  0.792  5.467  -0.859  0.10
H  3.216  4.843  -0.472  0.10
H  2.504  4.103  -1.898  0.11
H  3.801  2.391  -0.760  0.11
H  3.077  2.794  0.802  0.11
H  2.078  0.725  -0.018  0.07
H  1.670  1.481  -1.571  0.10
H  -2.298  2.501  0.686  0.09
H  -3.807  0.548  0.212  0.10
H  -3.201  -0.293  1.626  0.12
H  -4.861  2.270  1.570  0.11
H  -5.369  0.677  2.134  0.10
H  -3.930  0.804  4.091  0.11
H  -4.820  2.319  3.989  0.10
H  -2.362  2.616  4.518  0.10
H  -2.917  3.520  3.109  0.11
H  -0.770  2.533  2.613  0.09
H  -1.287  0.932  3.117  0.11
Fe  0.812  -2.003  0.450  -0.01
Cl  1.305  -0.970  2.303  -0.06
Cl  -0.886  -2.380  -0.834  -0.03
C  2.362  -3.138  0.194  -0.18
H  2.755  -3.829  0.958  0.00
C  3.308  -2.888  -0.829  -0.35
C  4.665  -3.388  -0.775  -0.07
C  5.614  -2.992  -1.703  -0.13
C  5.241  -2.108  -2.741  -0.14
C  3.903  -1.695  -2.881  -0.13
C  2.935  -2.059  -1.955  -0.07
H  4.942  -4.076  0.042  0.10
H  6.643  -3.363  -1.630  0.09
H  3.631  -1.082  -3.744  0.09
H  1.884  -1.757  -2.073  0.07
H  5.994  -1.758  -3.445  0.08
C  -0.342  -7.066  3.227  -0.09
N  0.826  -6.301  3.547  -0.02
C  1.035  -5.067  2.987  -0.59
N  2.280  -4.526  3.340  0.14
O  0.230  -4.525  2.229  0.01
H  -0.857  -6.562  2.404  0.09
H  -1.007  -7.123  4.091  0.08
H  -0.041  -8.066  2.921  0.07
H  1.528  -6.698  4.154  0.12
H  2.269  -3.517  3.286  0.05
H  2.567  -4.879  4.238  0.08

***

Here is C27H45Cl2MoOPS as an isolated structure in a non-equilibrium geometry from the Open Molecules 2025 dataset. Energies are from ωB97M-V with the def2-TZVPD basis set.

## Properties
Frontier orbital gap (alpha / beta) (eV): 7.512 / 7.020
Energy relative to the best compared isomer or geometry (same formula, charge and spin) (eV): 0.0000
<S²>: 2.31
Spin multiplicity: 3
Total charge: 0

Last column: Löwdin charge in e.
Geometry (Å):
P  0.162  -0.884  -3.872  1.01
C  1.734  -0.286  -4.774  -0.45
C  1.983  -0.834  -6.188  -0.20
C  3.349  -0.383  -6.718  -0.19
C  3.603  1.121  -6.574  -0.20
C  3.242  1.676  -5.193  -0.19
C  1.839  1.239  -4.747  -0.24
C  -1.311  -0.022  -4.661  -0.43
C  -1.178  0.045  -6.188  -0.21
C  -2.461  0.586  -6.821  -0.19
C  -2.897  1.918  -6.207  -0.20
C  -2.911  1.912  -4.673  -0.19
C  -1.607  1.360  -4.069  -0.21
C  -0.029  -2.595  -4.573  -0.46
C  1.148  -3.496  -4.198  -0.21
C  1.067  -4.799  -5.017  -0.19
C  -0.277  -5.514  -4.846  -0.20
C  -1.490  -4.592  -5.003  -0.19
C  -1.341  -3.283  -4.212  -0.25
H  2.515  -0.695  -4.107  0.05
H  1.198  -0.481  -6.868  0.10
H  1.933  -1.931  -6.216  0.09
H  3.434  -0.671  -7.771  0.11
H  4.134  -0.924  -6.173  0.12
H  4.656  1.333  -6.785  0.11
H  3.025  1.656  -7.337  0.11
H  3.971  1.322  -4.450  0.11
H  3.287  2.771  -5.197  0.11
H  1.640  1.622  -3.737  0.05
H  1.089  1.688  -5.413  0.10
H  -2.156  -0.687  -4.416  0.09
H  -3.261  -0.154  -6.680  0.12
H  -0.952  -0.940  -6.622  0.10
H  -0.336  0.707  -6.440  0.10
H  -2.308  0.698  -7.901  0.11
H  -3.892  2.177  -6.583  0.11
H  -2.219  2.709  -6.552  0.11
H  -3.090  2.925  -4.292  0.11
H  -3.742  1.281  -4.329  0.12
H  -1.690  1.309  -2.972  0.09
H  -0.770  2.045  -4.279  0.10
H  -0.032  -2.457  -5.671  0.10
H  2.122  -3.024  -4.382  0.10
H  1.110  -3.717  -3.121  0.12
H  1.198  -4.555  -6.083  0.11
H  1.896  -5.461  -4.732  0.11
H  -0.308  -5.970  -3.851  0.11
H  -0.351  -6.329  -5.572  0.11
H  -2.409  -5.107  -4.690  0.11
H  -1.605  -4.341  -6.068  0.11
H  -2.214  -2.648  -4.409  0.09
H  -1.354  -3.479  -3.134  0.05
Mo  0.242  -0.618  -1.292  0.56
Cl  -1.886  -1.645  -1.423  0.03
Cl  2.529  -0.013  -1.601  0.01
C  -0.427  0.916  -0.214  -0.27
H  -1.083  0.695  0.653  0.03
C  -0.373  2.359  -0.348  -0.30
C  -1.075  3.113  0.645  -0.05
C  -1.283  4.468  0.473  -0.09
C  -0.757  5.121  -0.656  -0.09
C  0.013  4.407  -1.588  -0.09
C  0.257  3.043  -1.427  -0.06
H  -1.464  2.573  1.515  0.11
H  -1.877  5.017  1.209  0.10
H  0.419  4.914  -2.466  0.10
H  0.910  2.494  -2.116  0.06
H  -0.974  6.181  -0.798  0.10
C  -0.747  -1.704  1.789  -0.24
S  0.705  -1.746  0.692  0.62
C  1.767  -0.620  1.652  -0.24
O  1.279  -3.122  0.837  -0.48
H  -0.895  -0.715  2.236  0.05
H  -0.490  -2.430  2.569  0.07
H  -1.622  -2.026  1.222  0.01
H  2.614  -1.261  1.923  0.06
H  2.099  0.245  1.071  0.01
H  1.204  -0.310  2.542  0.06

***

Here is C27H45MoNO3P3SbSe4 as an isolated structure in a non-equilibrium geometry from the Open Molecules 2025 dataset. Energies are from ωB97M-V with the def2-TZVPD basis set.

## Properties
Frontier orbital gap (alpha / beta) (eV): 5.930 / 5.383
Energy relative to the best compared isomer or geometry (same formula, charge and spin) (eV): 0.1065
<S²>: 2.04
Spin multiplicity: 3
Total charge: 0

Last column: Löwdin charge in e.
Geometry (Å):
Mo  -0.408  -0.557  -0.427  0.56
C  1.744  -2.175  -3.265  -0.15
C  1.967  -0.667  -3.075  -0.54
C  0.870  0.194  -3.764  -0.09
P  2.008  -0.361  -1.285  1.01
C  3.616  -1.155  -0.721  -0.51
C  4.598  -1.493  -1.859  -0.11
C  4.326  -0.256  0.311  -0.12
C  2.228  1.421  -1.231  -0.33
C  3.362  2.028  -1.788  -0.09
C  3.517  3.397  -1.735  -0.08
C  2.532  4.176  -1.095  -0.07
C  1.394  3.582  -0.617  -0.03
C  1.205  2.191  -0.673  -0.28
N  0.022  1.531  -0.244  -0.15
C  -0.807  2.228  0.677  -0.33
C  -1.407  3.452  0.433  -0.06
C  -2.235  4.024  1.376  -0.06
C  -2.552  3.309  2.543  -0.07
C  -1.948  2.084  2.801  -0.09
C  -1.073  1.543  1.873  -0.29
P  -0.328  -0.116  1.927  0.95
C  -1.345  -0.997  3.147  -0.54
C  -2.794  -1.145  2.701  -0.13
C  -0.729  -2.329  3.599  -0.09
C  1.325  0.187  2.697  -0.50
C  1.316  0.814  4.085  -0.09
C  2.177  -1.098  2.611  -0.12
H  1.826  -2.477  -4.311  0.09
H  0.720  -2.435  -2.928  0.04
H  2.399  -2.804  -2.686  0.00
H  2.939  -0.363  -3.484  0.10
H  -0.032  0.329  -3.141  0.05
H  0.560  -0.363  -4.651  0.08
H  1.269  1.183  -4.017  0.08
H  3.303  -2.107  -0.267  0.00
H  4.884  -0.610  -2.444  0.07
H  4.200  -2.239  -2.537  0.05
H  5.504  -1.915  -1.430  0.09
H  5.005  0.442  -0.180  0.07
H  4.897  -0.885  0.989  0.08
H  3.594  0.308  0.921  0.05
H  4.160  1.399  -2.193  0.10
H  4.421  3.843  -2.131  0.10
H  2.691  5.244  -0.976  0.11
H  0.675  4.194  -0.085  0.09
H  -1.305  3.957  -0.513  0.12
H  -2.698  4.986  1.218  0.10
H  -3.219  3.717  3.266  0.09
H  -2.196  1.564  3.722  0.11
H  -1.337  -0.326  4.024  0.10
H  -2.925  -1.895  1.903  0.04
H  -3.222  -0.184  2.372  0.05
H  -3.370  -1.436  3.591  0.09
H  -0.410  -2.942  2.740  0.06
H  -1.463  -2.886  4.147  0.08
H  0.110  -2.156  4.279  0.06
H  1.730  0.948  1.979  0.10
H  0.944  0.118  4.826  0.07
H  0.646  1.690  4.082  0.08
H  2.324  1.119  4.344  0.08
H  1.973  -1.779  3.424  0.06
H  3.254  -0.869  2.635  0.07
H  1.985  -1.640  1.694  0.04
C  -5.132  -0.423  0.362  -0.11
O  -3.995  -0.913  -0.314  -0.35
P  -2.779  -0.110  -0.964  0.58
O  -2.962  -0.402  -2.527  -0.34
C  -3.228  -1.673  -3.132  -0.11
O  -3.334  1.389  -0.979  -0.31
C  -4.405  1.728  -1.872  -0.10
H  -5.941  -0.156  -0.294  0.08
H  -4.870  0.437  0.970  0.08
H  -5.454  -1.223  1.024  0.10
H  -3.867  -1.530  -3.999  0.09
H  -3.719  -2.337  -2.430  0.07
H  -2.288  -2.148  -3.426  0.07
H  -5.041  2.482  -1.428  0.09
H  -5.000  0.847  -2.137  0.08
H  -3.976  2.149  -2.798  0.10
Se  -0.453  -5.589  -2.912  0.08
Sb  0.151  -5.170  -0.536  -0.19
Se  -1.246  -2.748  -0.273  0.09
Se  -1.474  -6.403  0.881  -0.17
Se  2.596  -4.752  -0.402  -0.09

***

Here is a 6-piece molecular cluster, C27H45N4O15S overall in a non-equilibrium geometry from the Open Molecules 2025 dataset. Energies are from ωB97M-V with the def2-TZVPD basis set.

## Properties
Frontier orbital gap (eV): 5.937
Spin multiplicity: 1
Total charge: +1

Last column: Löwdin charge in e.
Geometry (Å):
N  -3.946  -3.375  2.336  0.26
C  -2.684  -3.190  2.667  -0.26
N  -2.238  -2.230  3.605  0.09
C  -1.164  -1.635  2.758  -0.08
C  -0.502  -2.880  2.011  -0.43
C  0.843  -3.254  2.636  -0.09
C  1.047  -4.733  2.997  -0.14
C  1.340  -5.668  1.844  -0.22
C  2.233  -6.719  2.071  -0.04
C  2.549  -7.611  1.059  -0.07
C  2.007  -7.449  -0.207  -0.07
C  1.115  -6.415  -0.457  -0.06
C  0.780  -5.547  0.578  -0.05
N  -0.514  -2.455  0.602  0.09
C  0.273  -1.603  0.243  -0.78
S  1.274  -0.520  -0.212  0.87
N  -1.587  -3.885  2.129  0.15
H  -4.455  -2.620  1.892  0.16
H  -4.408  -4.267  2.450  0.15
H  -1.689  -2.819  4.239  0.15
H  -1.724  -1.106  1.992  0.12
H  -0.525  -0.915  3.251  0.14
H  0.905  -2.706  3.575  0.12
H  1.685  -2.940  2.025  0.13
H  1.919  -4.762  3.646  0.12
H  0.230  -5.116  3.619  0.11
H  2.664  -6.856  3.054  0.11
H  3.236  -8.418  1.262  0.11
H  2.262  -8.122  -1.012  0.11
H  0.670  -6.249  -1.424  0.11
H  0.066  -4.766  0.359  0.08
H  -1.449  -4.656  2.791  0.15
C  1.789  5.996  -2.678  -0.02
O  0.491  5.487  -2.336  0.02
C  0.469  4.204  -2.014  -0.61
O  1.406  3.452  -1.982  0.13
O  -0.799  3.874  -1.721  -0.07
C  -0.963  2.506  -1.353  -0.07
H  1.662  7.046  -2.919  0.10
H  2.470  5.902  -1.835  0.10
H  2.185  5.476  -3.547  0.10
H  -0.383  2.281  -0.459  0.08
H  -0.671  1.849  -2.171  0.10
H  -2.019  2.357  -1.140  0.09
C  -3.063  3.594  -3.831  -0.03
O  -4.427  3.675  -3.405  0.00
C  -5.312  3.268  -4.316  -0.63
O  -5.052  2.854  -5.414  0.13
O  -6.532  3.398  -3.797  0.00
C  -7.589  2.999  -4.674  -0.04
H  -2.456  3.952  -3.002  0.07
H  -2.796  2.562  -4.060  0.10
H  -2.892  4.223  -4.703  0.11
H  -7.495  1.947  -4.935  0.10
H  -7.591  3.610  -5.575  0.10
H  -8.516  3.156  -4.131  0.09
C  1.609  -10.184  3.938  -0.05
O  2.120  -11.273  4.700  0.01
C  3.450  -11.387  4.643  -0.62
O  4.186  -10.664  4.023  0.12
O  3.811  -12.428  5.382  0.01
C  5.221  -12.673  5.413  -0.03
H  0.530  -10.201  4.067  0.09
H  1.995  -9.235  4.307  0.09
H  1.836  -10.300  2.880  0.09
H  5.748  -11.821  5.838  0.10
H  5.594  -12.887  4.414  0.10
H  5.368  -13.541  6.047  0.10
C  1.828  10.251  -6.249  -0.04
O  2.509  9.324  -5.397  0.00
C  3.834  9.313  -5.553  -0.63
O  4.461  9.992  -6.319  0.13
O  4.341  8.414  -4.707  -0.01
C  5.765  8.293  -4.763  -0.04
H  0.771  10.158  -6.022  0.09
H  2.154  11.269  -6.045  0.10
H  1.996  10.004  -7.295  0.10
H  6.241  9.236  -4.502  0.10
H  6.084  7.971  -5.752  0.10
H  6.039  7.537  -4.033  0.09
C  -2.367  7.287  4.230  -0.04
O  -3.063  6.875  3.051  0.01
C  -2.476  5.888  2.382  -0.62
O  -1.449  5.338  2.687  0.12
O  -3.221  5.606  1.314  0.02
C  -2.691  4.559  0.500  -0.04
H  -2.953  8.089  4.669  0.09
H  -2.293  6.465  4.939  0.10
H  -1.376  7.659  3.980  0.10
H  -2.627  3.633  1.072  0.10
H  -1.720  4.834  0.112  0.09
H  -3.382  4.419  -0.328  0.10